No. 1
{
  "formula": "C2H29O15",
  "method": "ωB97M-V with the def2-TZVPD basis set",
  "total_charge": -1,
  "lumo_ev": 2.22,
  "molar_mass_g_mol": 293.239,
  "spin_multiplicity": 1,
  "e_above_lowest_kcal_mol": 98.4,
  "homo_energy_ev": -4.7,
  "symbols": ["C", "C", "O", "O", "H", "H", "H", "O", "H", "H", "O", "H", "H", "O", "H", "H", "O", "H", "H", "O", "H", "H", "O", "H", "H", "O", "H", "H", "O", "H", "H", "O", "H", "H", "O", "H", "H", "O", "H", "H", "O", "H", "H", "O", "H", "H"],
  "coordinates": [[-7.61, 3.78, 5.05], [-7.24, 3.82, 6.50], [-6.51, 4.78, 6.85], [-7.54, 2.84, 7.21], [-6.78, 4.27, 4.54], [-8.55, 4.30, 4.84], [-7.71, 2.74, 4.75], [-4.63, 1.42, 1.69], [-4.76, 0.99, 2.54], [-5.51, 1.56, 1.36], [-2.62, 3.06, 9.27], [-3.33, 3.41, 9.81], [-1.99, 2.71, 9.90], [-2.83, 5.98, 4.91], [-3.66, 5.66, 5.24], [-2.21, 5.27, 5.08], [-7.71, -1.56, 5.61], [-7.87, -1.65, 6.56], [-6.76, -1.53, 5.53], [-9.27, 5.73, 11.03], [-9.35, 6.48, 11.62], [-8.55, 5.97, 10.44], [-8.60, 8.27, 7.09], [-8.18, 8.89, 7.69], [-8.01, 7.51, 7.10], [-9.01, 1.35, 0.76], [-9.49, 1.44, 1.59], [-9.37, 0.56, 0.37], [-3.93, 9.24, 8.06], [-4.64, 8.62, 8.24], [-3.14, 8.70, 8.09], [-5.45, 4.15, 11.99], [-5.94, 4.35, 11.20], [-6.12, 3.99, 12.66], [-8.77, 8.12, 2.76], [-9.06, 8.30, 3.66], [-7.82, 8.12, 2.81], [-4.16, 0.34, 6.28], [-4.97, 0.69, 6.64], [-3.47, 0.70, 6.84], [-11.47, -1.21, 4.37], [-12.12, -1.02, 5.05], [-10.63, -1.16, 4.82], [-8.38, -1.07, 9.63], [-8.47, -1.00, 10.58], [-8.13, -0.19, 9.34]]
}

No. 2
{
  "formula": "C3H7N3O",
  "method": "ωB97M-V with the def2-TZVPD basis set",
  "total_charge": 0,
  "lumo_ev": 0.88,
  "molar_mass_g_mol": 101.109,
  "spin_multiplicity": 1,
  "e_above_lowest_kcal_mol": 29.1,
  "homo_energy_ev": -9.2,
  "smiles": "[H]/N=C/N/C(O)=N\\C",
  "symbols": ["H", "N", "C", "N", "C", "O", "N", "C", "H", "H", "H", "H", "H", "H"],
  "coordinates": [[1.91, -3.40, 0.41], [1.05, -2.87, 0.25], [1.30, -1.62, 0.27], [0.26, -0.72, 0.07], [0.37, 0.65, 0.05], [1.58, 1.20, 0.25], [-0.51, 1.55, -0.13], [-1.90, 1.36, -0.37], [2.26, -1.15, 0.44], [-0.65, -1.12, -0.09], [1.15, 2.11, 0.15], [-2.40, 0.93, 0.50], [-2.09, 0.74, -1.26], [-2.33, 2.35, -0.56]]
}

No. 3
{
  "formula": "C19H21IrN4O10",
  "method": "ωB97M-V with the def2-TZVPD basis set",
  "total_charge": -2,
  "lumo_ev": [4.16, 4.16],
  "molar_mass_g_mol": 657.612,
  "spin_multiplicity": 1,
  "e_above_lowest_kcal_mol": 10.6,
  "homo_energy_ev": [-0.4, -0.4],
  "symbols": ["Ir", "O", "C", "O", "C", "C", "C", "C", "C", "C", "O", "N", "O", "O", "N", "O", "O", "H", "H", "N", "C", "C", "C", "O", "O", "H", "H", "H", "H", "H", "H", "C", "O", "C", "C", "H", "H", "H", "H", "H", "H", "C", "C", "C", "C", "N", "C", "C", "H", "H", "H", "H", "H", "H", "H"],
  "coordinates": [[0.60, -0.36, 0.66], [-1.68, -2.80, -2.81], [-0.90, -1.89, -2.46], [-0.56, -1.63, -1.27], [-0.21, -1.11, -3.58], [0.10, -1.81, -4.71], [0.79, -1.21, -5.79], [1.19, 0.11, -5.71], [0.89, 0.83, -4.58], [0.07, 0.32, -3.48], [-0.37, 1.04, -2.58], [1.37, 2.19, -4.54], [1.52, 2.80, -5.60], [1.63, 2.70, -3.45], [1.12, -1.96, -6.96], [1.69, -1.40, -7.90], [0.73, -3.12, -7.04], [-0.19, -2.84, -4.77], [1.73, 0.58, -6.52], [1.68, 1.09, -0.44], [2.04, 2.34, 0.24], [0.82, 3.04, 0.83], [0.36, 2.51, 2.20], [0.18, 3.33, 3.11], [0.22, 1.25, 2.30], [2.49, 0.68, -0.89], [1.04, 1.31, -1.22], [2.51, 3.01, -0.49], [2.77, 2.12, 1.02], [-0.01, 2.95, 0.13], [1.04, 4.11, 0.95], [1.31, -3.52, 1.09], [2.10, -2.59, 1.81], [2.13, -1.31, 1.32], [3.30, -0.62, 1.98], [0.53, -3.92, 1.75], [1.96, -4.34, 0.77], [0.85, -3.04, 0.22], [4.07, -1.34, 2.29], [2.95, -0.07, 2.86], [3.76, 0.10, 1.30], [-3.49, -3.73, 4.20], [-2.54, -2.94, 3.34], [-2.57, -3.02, 1.95], [-1.66, -2.31, 1.19], [-0.72, -1.52, 1.74], [-0.70, -1.42, 3.09], [-1.58, -2.11, 3.90], [-4.30, -4.15, 3.60], [-3.93, -3.10, 4.98], [-2.98, -4.55, 4.70], [-3.30, -3.65, 1.45], [-1.62, -2.37, 0.11], [0.03, -0.73, 3.48], [-1.51, -1.98, 4.97]]
}

No. 4
{
  "formula": "C5H7NO",
  "method": "ωB97M-V with the def2-TZVPD basis set",
  "total_charge": 0,
  "lumo_ev": -0.94,
  "molar_mass_g_mol": 97.117,
  "spin_multiplicity": 1,
  "e_above_lowest_kcal_mol": 46.8,
  "homo_energy_ev": -10.1,
  "smiles": "CC1=CC=NC1=O.[H][H]",
  "symbols": ["C", "C", "C", "C", "N", "C", "O", "H", "H", "H", "H", "H", "H", "H"],
  "coordinates": [[-1.88, 0.28, 0.10], [-0.41, 0.15, 0.30], [0.54, 1.04, 0.61], [1.82, 0.28, 0.64], [1.72, -0.98, 0.41], [0.30, -1.19, 0.21], [-0.21, -2.26, 0.03], [-2.20, 1.33, 0.10], [-2.42, -0.26, 0.88], [-2.17, -0.17, -0.86], [0.44, 2.10, 0.78], [2.79, 0.73, 0.84], [0.45, -0.27, -2.32], [1.09, -0.63, -2.22]]
}

No. 5
{
  "formula": "C3H3Br2NO",
  "method": "ωB97M-V with the def2-TZVPD basis set",
  "total_charge": 0,
  "lumo_ev": -0.48,
  "molar_mass_g_mol": 228.871,
  "spin_multiplicity": 1,
  "e_above_lowest_kcal_mol": 34.8,
  "homo_energy_ev": -9.3,
  "smiles": "O=C1[C@@H](Br)CN1Br",
  "symbols": ["O", "C", "C", "Br", "C", "N", "Br", "H", "H", "H"],
  "coordinates": [[-0.37, 1.94, -1.27], [-0.14, 0.92, -0.79], [0.91, 0.01, -0.31], [1.89, 1.12, 1.04], [-0.09, -0.96, 0.30], [-1.14, -0.13, -0.14], [-2.59, 0.25, 0.96], [1.60, -0.27, -0.94], [-0.13, -1.97, -0.27], [0.05, -0.90, 1.41]]
}

No. 6
{
  "formula": "C4H12N2",
  "method": "ωB97M-V with the def2-TZVPD basis set",
  "total_charge": 0,
  "lumo_ev": 1.06,
  "molar_mass_g_mol": 88.154,
  "spin_multiplicity": 1,
  "e_above_lowest_kcal_mol": 47.2,
  "homo_energy_ev": -8.8,
  "smiles": "CNC[C@@H](C)N",
  "symbols": ["C", "N", "C", "C", "C", "N", "H", "H", "H", "H", "H", "H", "H", "H", "H", "H", "H", "H"],
  "coordinates": [[2.55, -0.53, 1.41], [1.12, 0.04, 0.83], [0.27, -0.45, -0.32], [-1.06, 0.51, -0.46], [-1.54, 0.45, -1.94], [-2.01, 0.15, 0.58], [3.33, -0.37, 0.60], [2.87, -0.10, 2.43], [2.51, -1.58, 1.62], [0.57, -0.08, 1.64], [0.83, -0.24, -1.26], [-0.08, -1.49, -0.29], [-0.74, 1.50, -0.38], [-0.79, 1.12, -2.37], [-2.53, 0.87, -2.11], [-1.42, -0.57, -2.32], [-2.43, 1.00, 0.96], [-1.46, -0.25, 1.37]]
}